--- i ---
Below is one molecule with the formula C4H5NO2, with properties calculated with wB97M-V/def2-TZVPD.

**Orbital gap**: 0.3088 hartree
**SMILES**: O=CCNC1=CO1
**Total charge**: 0

Cartesian coordinates (Å):
O  0.95  2.60  0.63
C  0.33  1.21  -0.15
N  1.05  0.06  -0.11
C  0.35  -1.08  -0.67
C  -0.89  -1.49  0.12
O  -1.12  -1.09  1.23
C  -0.31  2.20  0.40
H  1.34  -0.12  0.85
H  1.02  -1.95  -0.67
H  0.08  -0.88  -1.71
H  -1.56  -2.21  -0.39
H  -1.25  2.75  0.45

Löwdin population analysis, charges in e, atoms 1 to 4: number 1, O, carries -0.05; number 2, C, carries -0.12; number 3, N, carries 0.00; number 4, C, carries -0.17



--- ii ---
Below is one molecule with the formula C4H5NO2, with properties calculated with wB97M-V/def2-TZVPD.

**Orbital gap**: 0.3891 hartree
**SMILES**: C1=COC=NOC1
**Total charge**: 0

Cartesian coordinates (Å):
C  0.72  0.58  -0.99
C  -0.78  0.68  1.49
C  -0.42  -1.29  0.11
C  0.53  -0.93  -0.70
H  0.78  0.64  -2.08
H  1.69  0.88  -0.55
H  -0.98  0.79  2.56
H  -0.77  -2.33  0.29
H  0.99  -1.62  -1.36
N  -0.31  1.67  0.83
O  -0.24  1.41  -0.56
O  -1.21  -0.49  0.95

Löwdin population analysis, charges in e, atoms 1 to 4: number 1, C, carries -0.25; number 2, C, carries -0.18; number 3, C, carries -0.12; number 4, C, carries -0.03



Which is more stable than every other structure shown? ii is more stable than every other one.